1.
Molecular formula: C59H49N7O2S3V
Method: DFT, ωB97M-V/def2-TZVPD

Output
⟨S²⟩ = 3.766
net charge = +2
max |F| = 1.14 eV Å⁻¹
E = -134681.578 eV
Kohn-Sham gap (spin up / spin down) = 6.52 / 8.13 eV
2S+1 = 4
M = 1035.2 g/mol

```
121
Properties=species:S:1:pos:R:3:lowdin_charge:R:1
V -1.78 -1.07 0.91 0.741
C -1.92 -4.45 -2.07 -0.016
O -2.15 -4.90 -0.70 0.057
C -2.14 -3.81 0.05 -0.304
N -1.91 -2.69 -0.51 0.067
C -1.69 -2.92 -1.94 -0.223
C -2.55 -2.05 -2.82 -0.192
C -3.59 -1.28 -2.33 -0.042
C -4.34 -0.48 -3.18 -0.066
C -4.06 -0.46 -4.54 -0.078
C -3.03 -1.23 -5.04 -0.070
C -2.28 -2.03 -4.19 -0.038
C -2.41 -3.86 1.50 -0.139
C -2.69 -4.98 2.26 0.047
C -2.97 -4.81 3.61 -0.005
C -2.97 -3.54 4.16 0.045
C -2.67 -2.46 3.34 -0.143
N -2.40 -2.63 2.03 0.035
C -2.63 -1.03 3.71 -0.306
N -2.30 -0.14 2.86 0.088
C -2.32 1.15 3.55 -0.229
C -2.92 0.80 4.93 -0.017
O -2.96 -0.66 4.94 0.055
C -3.03 2.25 2.79 -0.198
C -2.94 3.55 3.29 -0.041
C -3.55 4.60 2.63 -0.064
C -4.27 4.36 1.46 -0.069
C -4.37 3.07 0.97 -0.074
C -3.74 2.02 1.63 -0.043
H -2.80 -4.70 -2.65 0.141
H -1.06 -5.00 -2.43 0.132
H -0.64 -2.66 -2.14 0.140
H -3.83 -1.29 -1.27 0.098
H -5.15 0.11 -2.78 0.111
H -4.65 0.16 -5.20 0.111
H -2.81 -1.22 -6.10 0.111
H -1.46 -2.62 -4.59 0.119
H -2.69 -5.96 1.80 0.134
H -3.20 -5.67 4.23 0.126
H -3.20 -3.38 5.20 0.134
H -1.27 1.46 3.67 0.148
H -3.95 1.16 5.05 0.142
H -2.31 1.11 5.78 0.135
H -2.37 3.75 4.19 0.122
H -3.48 5.60 3.02 0.111
H -4.75 5.18 0.95 0.110
H -4.94 2.87 0.07 0.106
H -3.83 1.02 1.23 0.090
N -1.49 0.47 -0.41 -0.323
S -0.55 1.24 -1.19 0.769
N 0.79 0.45 -1.71 -0.356
S 2.14 0.37 -0.96 0.889
N 2.27 0.14 0.56 -0.344
S 1.59 -1.10 1.42 0.780
N 0.17 -1.33 1.37 -0.321
C 2.60 -2.51 1.00 -0.308
C 3.88 -2.67 1.51 -0.055
C 4.62 -3.78 1.14 -0.051
C 4.08 -4.71 0.26 -0.054
C 2.80 -4.54 -0.24 -0.055
C 2.04 -3.44 0.15 -0.067
C 2.20 -0.63 3.03 -0.318
C 1.58 -1.28 4.09 -0.064
C 1.96 -1.00 5.39 -0.054
C 2.97 -0.07 5.63 -0.052
C 3.58 0.58 4.56 -0.052
C 3.20 0.30 3.26 -0.074
C 3.04 1.88 -1.19 -0.314
C 3.60 2.58 -0.14 -0.052
C 4.28 3.76 -0.42 -0.047
C 4.39 4.21 -1.72 -0.043
C 3.82 3.50 -2.77 -0.042
C 3.13 2.33 -2.51 -0.058
C 3.00 -0.84 -1.94 -0.312
C 4.32 -1.09 -1.62 -0.055
C 5.03 -2.01 -2.38 -0.043
C 4.41 -2.65 -3.44 -0.043
C 3.08 -2.39 -3.74 -0.049
C 2.36 -1.47 -2.99 -0.063
C -1.18 1.84 -2.73 -0.319
C -0.57 1.63 -3.95 -0.063
C -1.18 2.09 -5.11 -0.057
C -2.39 2.76 -5.03 -0.057
C -3.00 2.97 -3.80 -0.055
C -2.40 2.51 -2.64 -0.062
C 0.02 2.71 -0.36 -0.307
C 0.42 3.86 -1.03 -0.056
C 0.86 4.94 -0.29 -0.054
C 0.89 4.88 1.10 -0.053
C 0.48 3.73 1.76 -0.056
C 0.04 2.64 1.03 -0.072
H 4.30 -1.94 2.19 0.114
H 5.61 -3.92 1.54 0.117
H 4.66 -5.58 -0.03 0.116
H 2.38 -5.28 -0.91 0.113
H 1.02 -3.31 -0.21 0.097
H 0.79 -2.00 3.89 0.109
H 1.49 -1.51 6.22 0.114
H 3.27 0.15 6.64 0.116
H 4.37 1.30 4.75 0.115
H 3.69 0.79 2.43 0.090
H 3.49 2.22 0.87 0.092
H 4.72 4.32 0.39 0.119
H 4.93 5.13 -1.93 0.119
H 3.90 3.86 -3.79 0.119
H 2.68 1.77 -3.32 0.114
H 4.80 -0.57 -0.79 0.126
H 6.06 -2.21 -2.14 0.121
H 4.97 -3.36 -4.03 0.119
H 2.61 -2.90 -4.57 0.115
H 1.33 -1.26 -3.22 0.095
H 0.38 1.10 -4.00 0.092
H -0.71 1.92 -6.07 0.115
H -2.86 3.13 -5.93 0.116
H -3.94 3.49 -3.74 0.117
H -2.88 2.65 -1.68 0.107
H 0.39 3.91 -2.11 0.122
H 1.17 5.85 -0.80 0.118
H 1.23 5.74 1.66 0.115
H 0.50 3.69 2.84 0.112
H -0.30 1.74 1.52 0.086
```

---

2.
Molecular formula: C5H9N3Si
Method: DFT, ωB97M-V/def2-TZVPD

Output
max |F| = 6.52 eV Å⁻¹
E = -17676.976 eV
Kohn-Sham gap = 9.50 eV
2S+1 = 1
M = 139.2 g/mol

```
18
Properties=species:S:1:pos:R:3:lowdin_charge:R:1
C 3.33 1.44 -0.61 -0.345
C 1.92 -0.15 0.40 -0.203
C -1.60 -1.86 0.40 -0.172
C -0.81 1.21 1.40 -0.133
C -0.32 -0.15 -1.62 -0.177
N 4.01 1.76 -1.45 0.161
N 0.96 -0.77 0.94 0.029
N 2.29 0.88 -0.12 0.129
Si -0.54 -0.28 0.24 0.476
H -1.85 -2.23 1.31 -0.024
H -2.59 -1.43 0.10 0.032
H -1.50 -2.76 -0.23 0.045
H -1.17 0.84 2.35 0.031
H 0.10 1.69 1.70 0.023
H -1.61 1.85 1.17 0.010
H 0.50 0.60 -1.75 0.016
H 0.09 -1.01 -2.16 0.041
H -1.22 0.39 -2.07 0.061
```

---

3.
Molecular formula: C29H47Sn
Method: DFT, ωB97M-V/def2-TZVPD

Output
net charge = -1
max |F| = 1.78 eV Å⁻¹
E = -36665.769 eV
Kohn-Sham gap = 4.51 eV
2S+1 = 1
M = 514.4 g/mol

```
77
Properties=species:S:1:pos:R:3:lowdin_charge:R:1
C -2.20 0.91 -2.68 -0.112
C -1.22 1.12 -1.53 -0.538
C -1.41 2.50 -0.92 -0.086
C 0.19 0.95 -2.11 -0.275
Sn 1.85 0.66 -0.72 1.302
C 2.33 -1.46 -0.93 -0.281
C 1.09 -2.38 -0.95 -0.507
C 1.03 -3.24 0.31 -0.085
C 1.06 -3.25 -2.21 -0.091
C 3.71 1.80 -0.87 -0.278
C 4.08 2.41 -2.23 -0.529
C 4.42 1.35 -3.28 -0.095
C 5.25 3.37 -2.03 -0.104
C 1.02 0.96 1.26 -0.257
C 1.61 2.23 1.91 -0.536
C 2.82 1.89 2.79 -0.094
C 0.54 3.00 2.71 -0.086
H 1.96 2.90 1.11 0.091
H -1.92 1.58 -3.51 0.075
H -2.17 -0.13 -3.04 0.075
H -3.22 1.15 -2.38 0.069
H -1.49 0.34 -0.71 0.088
H -1.17 3.28 -1.67 0.079
H -2.47 2.62 -0.62 0.084
H -0.78 2.64 -0.04 0.046
H 0.22 0.16 -2.87 0.054
H 0.52 1.90 -2.57 0.035
H 2.91 -1.50 -1.86 0.035
H 2.98 -1.62 -0.07 0.039
H 0.17 -1.75 -0.96 0.101
H 2.02 -3.67 0.54 0.075
H 0.69 -2.66 1.18 0.070
H 0.32 -4.07 0.19 0.072
H 1.83 -4.02 -2.15 0.078
H 0.08 -3.74 -2.31 0.067
H 1.23 -2.66 -3.11 0.067
H 3.60 2.59 -0.12 0.032
H 4.52 1.12 -0.54 0.062
H 3.21 2.99 -2.59 0.123
H 5.27 0.74 -2.94 0.083
H 3.57 0.67 -3.47 0.067
H 4.70 1.81 -4.23 0.075
H 6.12 2.83 -1.64 0.079
H 5.55 3.85 -2.96 0.069
H 5.00 4.16 -1.32 0.072
H -0.07 1.01 1.17 0.035
H 1.30 0.05 1.81 0.052
H 2.55 1.13 3.54 0.083
H 3.66 1.50 2.19 0.068
H 3.18 2.79 3.32 0.074
H 0.03 2.33 3.41 0.082
H 1.00 3.82 3.28 0.068
H -0.21 3.44 2.05 0.068
C -2.88 -0.76 0.19 -0.142
C -2.51 -2.15 0.27 -0.246
C -2.66 -3.06 -0.83 -0.085
C -2.73 -4.44 -0.61 -0.145
C -2.63 -4.94 0.70 -0.171
C -2.38 -4.08 1.77 -0.129
C -2.14 -2.73 1.52 -0.091
C -3.51 -0.14 1.35 -0.240
C -4.91 0.10 1.38 -0.052
C -5.56 0.33 2.59 -0.127
C -4.83 0.51 3.77 -0.142
C -3.44 0.32 3.76 -0.113
C -2.78 0.05 2.56 -0.082
H -3.27 -0.45 -0.79 0.070
H -2.82 -2.67 -1.84 0.093
H -2.87 -5.12 -1.46 0.086
H -2.76 -6.00 0.89 0.066
H -2.35 -4.46 2.80 0.091
H -1.76 -2.10 2.32 0.082
H -5.49 0.00 0.46 0.101
H -6.66 0.39 2.61 0.089
H -5.33 0.76 4.69 0.075
H -2.85 0.38 4.67 0.089
H -1.70 -0.10 2.58 0.085
```

---

4.
Molecular formula: C15H36BBr2F3O6S5
Method: DFT, ωB97M-V/def2-TZVPD

Output
max |F| = 0.75 eV Å⁻¹
E = -231509.020 eV
Kohn-Sham gap = 8.68 eV
2S+1 = 1
M = 700.4 g/mol

```
68
Properties=species:S:1:pos:R:3:lowdin_charge:R:1
C -0.08 -1.21 0.81 -0.114
C -0.77 -1.36 -0.51 -0.775
Br -2.66 -1.66 -0.42 0.715
C -0.12 -1.25 -1.66 -0.696
Br -0.99 -1.37 -3.35 0.747
B 1.42 -1.01 -1.62 -0.145
C 2.35 -2.28 -1.80 -0.095
O 3.30 -2.40 -0.70 0.021
C 3.44 -3.63 -0.19 -0.725
F 3.61 -4.59 -1.11 0.170
F 4.53 -3.61 0.59 0.136
F 2.40 -3.98 0.59 0.155
H -0.68 -1.57 1.63 0.063
H 0.09 -0.16 0.99 0.097
H 0.87 -1.75 0.85 0.074
H 1.88 0.07 -1.43 0.099
H 2.91 -2.09 -2.71 0.086
H 1.76 -3.18 -1.95 0.125
C -5.44 1.94 -4.57 -0.264
S -5.56 0.58 -3.41 0.793
O -4.20 0.37 -2.83 -0.594
C -5.80 -0.70 -4.65 -0.264
H -5.24 2.85 -4.01 0.049
H -4.63 1.76 -5.27 0.055
H -6.39 2.04 -5.11 0.053
H -4.96 -0.70 -5.34 0.055
H -6.73 -0.51 -5.18 0.053
H -5.86 -1.66 -4.14 0.049
C 4.79 0.86 3.74 -0.280
S 4.79 0.68 1.95 0.812
O 3.40 0.94 1.49 -0.559
C 5.01 -1.10 1.94 -0.270
H 4.62 1.91 3.97 0.052
H 3.99 0.26 4.17 0.046
H 5.75 0.56 4.14 0.058
H 4.20 -1.58 2.49 0.064
H 5.97 -1.35 2.39 0.061
H 5.00 -1.43 0.91 0.025
C 2.82 -0.04 -6.94 -0.266
S 3.77 -0.06 -5.41 0.833
O 3.09 -1.03 -4.51 -0.553
C 3.29 1.58 -4.86 -0.263
H 2.95 -1.00 -7.43 0.050
H 1.77 0.13 -6.72 0.060
H 3.21 0.75 -7.59 0.053
H 2.20 1.64 -4.78 0.061
H 3.66 2.32 -5.57 0.053
H 3.74 1.75 -3.89 0.053
C -6.48 1.35 0.67 -0.263
S -8.09 0.92 -0.01 0.796
O -8.07 1.34 -1.43 -0.580
C -9.02 2.17 0.90 -0.275
H -5.74 0.71 0.20 0.043
H -6.26 2.39 0.46 0.061
H -6.49 1.17 1.75 0.053
H -8.62 3.16 0.67 0.057
H -8.95 1.97 1.96 0.051
H -10.06 2.11 0.58 0.047
C 3.48 0.25 9.31 -0.274
S 3.90 0.36 7.57 0.781
O 5.01 1.33 7.44 -0.553
C 2.39 1.21 7.07 -0.268
H 4.32 -0.22 9.83 0.049
H 3.32 1.25 9.71 0.058
H 2.59 -0.36 9.44 0.053
H 2.30 2.15 7.62 0.060
H 1.53 0.57 7.26 0.055
H 2.46 1.42 6.01 0.038
```

---

5.
Molecular formula: C3H5N2O
Method: DFT, ωB97M-V/def2-TZVPD

Output
net charge = +1
max |F| = 3.15 eV Å⁻¹
E = -8208.276 eV
Kohn-Sham gap = 10.20 eV
2S+1 = 1
M = 85.1 g/mol

```
11
Properties=species:S:1:pos:R:3:lowdin_charge:R:1
C -4.20 -0.34 0.16 0.003
C 0.57 1.19 -0.27 0.089
C -0.86 0.95 -0.07 0.065
N -0.36 -1.40 0.24 0.187
N -0.19 -0.14 -0.06 -0.040
O -5.29 -0.51 -0.09 0.059
H 1.10 1.49 -1.11 0.095
H 1.10 1.66 0.58 0.125
H -1.88 1.30 -0.34 0.146
H 0.33 -2.11 0.36 0.140
H -1.30 -1.63 0.54 0.131
```

---

6.
Molecular formula: C28H43AuN9O4S
Method: DFT, ωB97M-V/def2-TZVPD

Output
net charge = +1
max |F| = 0.53 eV Å⁻¹
E = -65854.225 eV
Kohn-Sham gap = 6.80 eV
2S+1 = 1
M = 798.7 g/mol

```
86
Properties=species:S:1:pos:R:3:lowdin_charge:R:1
Au 0.10 -0.40 0.70 0.834
C -3.53 -2.50 1.98 -0.042
N -2.65 -2.34 0.83 -0.163
C -3.01 -1.28 -0.09 -0.074
C -1.50 -3.07 0.69 -0.389
N -0.41 -2.51 0.22 0.021
C 0.53 -3.36 -0.40 -0.246
C 0.08 -4.20 -1.40 -0.034
C 0.87 -5.25 -1.90 -0.067
C 2.07 -5.52 -1.31 -0.038
C 2.60 -4.65 -0.33 -0.173
C 3.84 -4.95 0.29 -0.039
C 4.39 -4.09 1.19 -0.065
C 3.80 -2.83 1.39 -0.028
C 2.62 -2.48 0.77 -0.238
N 2.25 -1.11 0.80 0.024
C 3.14 -0.24 0.37 -0.402
N 3.19 1.03 0.88 -0.163
C 2.66 1.33 2.19 -0.063
C 3.34 2.18 0.00 -0.046
N 4.08 -0.50 -0.59 -0.146
C 3.86 -1.45 -1.66 -0.021
C 5.42 0.05 -0.53 -0.043
C 1.89 -3.46 0.03 -0.084
N -1.59 -4.36 1.13 -0.152
C -2.71 -5.20 0.73 -0.039
C -0.45 -5.07 1.68 -0.022
H -3.59 -1.55 2.52 0.092
H -3.14 -3.25 2.65 0.093
H -4.54 -2.78 1.67 0.095
H -3.97 -1.52 -0.56 0.098
H -2.25 -1.19 -0.86 0.067
H -3.11 -0.33 0.44 0.073
H -0.92 -4.05 -1.78 0.120
H 0.48 -5.88 -2.69 0.110
H 2.65 -6.38 -1.61 0.117
H 4.34 -5.87 0.03 0.116
H 5.31 -4.33 1.70 0.109
H 4.30 -2.09 2.00 0.120
H 2.61 0.42 2.78 0.087
H 1.66 1.76 2.12 0.049
H 3.31 2.05 2.68 0.096
H 3.48 1.86 -1.03 0.091
H 4.19 2.80 0.30 0.095
H 2.44 2.79 0.05 0.088
H 2.80 -1.60 -1.82 0.095
H 4.33 -2.41 -1.47 0.096
H 4.29 -1.03 -2.58 0.097
H 5.57 0.61 0.40 0.093
H 5.63 0.71 -1.38 0.093
H 6.15 -0.77 -0.55 0.098
H -3.48 -4.60 0.25 0.090
H -3.14 -5.71 1.59 0.095
H -2.37 -5.95 0.02 0.097
H 0.24 -4.38 2.15 0.102
H 0.09 -5.65 0.93 0.090
H -0.83 -5.76 2.44 0.098
C -1.44 7.69 -2.58 -0.114
C -2.90 7.27 -2.69 -0.280
S -3.09 5.51 -2.37 0.653
O -1.99 4.79 -2.96 -0.324
O -4.42 5.10 -2.70 -0.305
C -2.90 5.30 -0.57 -0.187
C -3.39 3.89 -0.22 -0.124
N -2.41 3.09 0.50 0.059
C -1.65 2.10 -0.03 -0.318
N -0.92 1.52 0.92 -0.032
C -1.20 2.14 2.09 -0.034
C -2.12 3.12 1.85 -0.128
N -2.64 4.05 2.79 -0.328
O -2.33 3.89 3.95 0.116
O -3.35 4.95 2.37 0.091
C -1.63 1.74 -1.47 0.011
H -1.32 8.72 -2.89 0.084
H -0.83 7.06 -3.22 0.076
H -1.08 7.60 -1.56 0.076
H -3.30 7.39 -3.70 0.110
H -3.56 7.77 -1.98 0.105
H -3.49 6.06 -0.06 0.104
H -1.85 5.44 -0.34 0.110
H -3.66 3.35 -1.13 0.114
H -4.29 3.96 0.39 0.134
H -0.74 1.88 3.03 0.128
H -2.56 1.27 -1.77 0.098
H -0.81 1.04 -1.64 0.071
H -1.50 2.62 -2.09 0.073
```